{
  "formula": "C33H57BN11OSi3Ti",
  "method": "ωB97M-V/def2-TZVPD",
  "multiplicity": 2,
  "energy_ev": -101004.09005,
  "homo_energy_ev": [-13.130, -13.639],
  "lumo_energy_ev": [-6.48, -6.52],
  "orbital_gap_ev": [6.65, 7.11],
  "de_lowest_kj_mol": 156.8,
  "charge": 2,
  "elements": ["Ti", "C", "C", "N", "N", "C", "B", "N", "C", "C", "C", "N", "N", "C", "C", "C", "N", "N", "C", "C", "C", "N", "H", "H", "H", "H", "H", "H", "H", "H", "H", "H", "H", "H", "C", "Si", "C", "C", "C", "C", "C", "C", "C", "C", "N", "Si", "C", "C", "C", "H", "H", "H", "H", "H", "H", "H", "H", "H", "H", "H", "H", "H", "H", "H", "H", "H", "H", "H", "H", "H", "H", "C", "C", "N", "C", "C", "C", "C", "N", "H", "H", "H", "H", "H", "H", "H", "H", "H", "H", "H", "H", "H", "H", "C", "Si", "C", "C", "O", "H", "H", "H", "H", "H", "H", "H", "H", "H"],
  "coordinates": [[10.595643, -17.488376, 0.123702], [7.448103, -17.692693, -2.800360], [8.595923, -18.166159, -2.168212], [9.049241, -17.250224, -1.240705], [8.227782, -16.195339, -1.306225], [7.276478, -16.439700, -2.211027], [8.370331, -15.059422, -0.359753], [9.756048, -14.453945, -0.651769], [10.166963, -13.194127, -0.850703], [11.562662, -13.198296, -0.729638], [11.912119, -14.532021, -0.470493], [10.798376, -15.294604, -0.413811], [8.312105, -15.685849, 1.060142], [7.638032, -15.289983, 2.138651], [8.022339, -16.072530, 3.212818], [8.976678, -16.898575, 2.693466], [9.195652, -16.631565, 1.421240], [7.182172, -14.136563, -0.527365], [5.914761, -14.445700, -0.213025], [5.123095, -13.386480, -0.572508], [6.027968, -12.409073, -1.047384], [7.253554, -12.899015, -1.058743], [6.958084, -18.061781, -3.642622], [9.012919, -19.142110, -2.321459], [6.553317, -15.675860, -2.474104], [9.500617, -12.406712, -1.133945], [12.165250, -12.344846, -0.893774], [12.831735, -15.036044, -0.347685], [6.946500, -14.445850, 2.109891], [7.667274, -16.019251, 4.192250], [9.518486, -17.685292, 3.212812], [5.651748, -15.378206, 0.198231], [4.089660, -13.210475, -0.342414], [5.818004, -11.417076, -1.295051], [12.220471, -20.461285, -1.920865], [13.878522, -20.230999, -1.155793], [15.098905, -20.247577, -2.638921], [14.227604, -21.520890, 0.122497], [14.089488, -18.513702, -0.395936], [13.423160, -17.546542, -1.171395], [14.237107, -16.771640, -1.995254], [13.770663, -16.253404, -3.195740], [12.438280, -16.489657, -3.579365], [11.675448, -17.036421, -2.614390], [12.082132, -17.563209, -1.465429], [15.579272, -18.095360, 0.579052], [17.155732, -18.491101, -0.372809], [15.483629, -16.305949, 1.179837], [15.682563, -19.153777, 2.160700], [12.174365, -21.496114, -2.272403], [11.994281, -19.890118, -2.837662], [11.421342, -20.255248, -1.197717], [14.854283, -20.834365, -3.499754], [16.129955, -20.514236, -2.336262], [15.199079, -19.188759, -2.836602], [14.129991, -22.527584, -0.360640], [13.450524, -21.479608, 0.913974], [15.225768, -21.481879, 0.541549], [15.216586, -16.482383, -1.691256], [14.373583, -15.580757, -3.762440], [11.993248, -16.084743, -4.479186], [10.624169, -17.139930, -2.744755], [17.189741, -18.010009, -1.341832], [17.370831, -19.549067, -0.459092], [17.963802, -18.109384, 0.263949], [15.141344, -15.549040, 0.538190], [16.499627, -16.030527, 1.470045], [14.848819, -16.323305, 2.114162], [16.745592, -19.351377, 2.401924], [15.230157, -20.142635, 2.153534], [15.190659, -18.672253, 3.046529], [12.279305, -14.202724, 4.683539], [12.134076, -15.116511, 3.478357], [12.457386, -16.517549, 3.684876], [12.747667, -16.945518, 5.060854], [11.402556, -17.171699, 5.812280], [12.311708, -17.380224, 2.690877], [12.442374, -18.886729, 2.834807], [12.021327, -16.919454, 1.476950], [11.884005, -13.228160, 4.305469], [13.300153, -14.134702, 4.957845], [11.681146, -14.528171, 5.527857], [12.821716, -14.672276, 2.743131], [11.133114, -15.096907, 3.028887], [13.336952, -16.146790, 5.505629], [13.350954, -17.854608, 5.116338], [10.642851, -16.435812, 5.583209], [11.689825, -17.032882, 6.855170], [11.081054, -18.168627, 5.645072], [12.870550, -19.319460, 3.743034], [12.999067, -19.261706, 1.950372], [11.470981, -19.340548, 2.768413], [11.930480, -15.897813, 1.514989], [8.652782, -21.178115, -0.810817], [9.284005, -20.596888, 0.863579], [7.897498, -20.191884, 2.058681], [10.525994, -21.740695, 1.672019], [10.157379, -19.089131, 0.670949], [8.408644, -22.247566, -0.663784], [9.388933, -21.151819, -1.602567], [7.775950, -20.681966, -1.134364], [7.207511, -21.046123, 2.019060], [7.320669, -19.345724, 1.715248], [8.090636, -19.983942, 3.118894], [10.287247, -22.754162, 1.695020], [10.748021, -21.431149, 2.687229], [11.497185, -21.710955, 1.137717]],
  "forces_ev_per_a": [[0.45, -0.35, 0.45], [1.90, 1.39, 1.70], [-0.67, 0.66, 0.62], [-0.41, -1.94, -1.06], [-0.88, -1.80, -1.52], [-0.53, 0.54, -0.74], [-0.47, 1.41, 0.10], [-0.54, -0.12, 0.72], [1.55, -0.63, 0.10], [-0.84, -0.83, -0.16], [-1.63, 0.49, -0.21], [0.20, 0.95, 0.05], [0.63, 0.93, 0.12], [-0.65, 0.70, 0.37], [-0.24, 0.61, -0.85], [0.91, -1.11, 1.02], [-0.29, -0.43, -0.83], [0.92, 0.01, -0.06], [-0.93, 0.70, -0.53], [0.08, 0.62, 0.65], [0.14, -2.05, 0.53], [0.55, 0.67, -0.01], [-0.82, -0.71, -0.87], [0.60, 0.05, 0.19], [0.08, -0.15, 0.26], [-0.34, 0.07, 0.17], [0.65, 0.43, -0.01], [0.99, -0.05, 0.07], [0.24, -0.49, -0.11], [-0.48, 0.01, 1.22], [-0.02, 0.19, -0.26], [-0.26, -0.89, 0.40], [-0.22, -0.27, -0.18], [-0.11, 1.24, -0.63], [-0.96, 0.00, -0.40], [1.07, -0.34, -1.02], [0.87, 0.34, 1.99], [-0.84, -1.12, -0.21], [-0.68, -0.75, 0.44], [-0.57, 0.02, -1.42], [-0.32, 1.26, -0.90], [-0.92, -0.04, 0.40], [1.52, 0.90, -0.12], [-1.30, -0.72, -0.14], [0.55, -0.26, 1.13], [0.93, -0.28, 1.13], [-0.14, 0.47, 0.68], [0.20, -1.35, 1.67], [-0.10, 0.23, 0.84], [-0.12, -0.17, 0.34], [0.38, 0.10, 0.45], [0.06, -0.30, -0.23], [-0.45, -0.15, -0.47], [-0.50, -0.16, 0.00], [-0.10, 0.33, -0.80], [0.04, 0.73, 0.34], [0.67, -0.05, -0.20], [0.07, 0.09, 0.13], [0.69, -0.31, 0.20], [0.55, 0.08, -0.45], [0.14, -0.17, 0.01], [-0.42, 0.31, -0.41], [0.21, 0.02, -0.24], [-0.25, -0.29, -0.19], [0.00, 0.18, -0.23], [-0.60, 0.93, -1.03], [-0.01, 0.09, 0.21], [0.64, 0.17, -0.88], [-0.43, 0.36, 0.00], [-0.08, -0.04, -0.41], [0.66, -0.07, -0.68], [-1.71, 0.32, -0.94], [0.16, 0.68, -0.50], [0.70, -1.40, 0.16], [-1.00, 0.14, 0.16], [2.02, 0.91, 0.54], [0.22, -0.44, 0.18], [0.53, 0.01, -0.33], [-0.64, 0.42, 0.00], [0.52, -0.55, 0.67], [0.93, 0.40, 0.34], [-0.04, 0.18, 0.12], [-0.07, -0.36, -0.18], [-0.06, 0.33, 0.31], [-0.09, -0.19, 0.12], [-0.07, 0.24, -0.35], [-0.12, 0.04, -0.24], [-0.50, -0.31, 0.23], [-0.60, -0.85, -0.08], [0.21, 0.61, -0.15], [-0.25, 0.26, 0.56], [-0.67, 0.05, -0.15], [0.25, -0.53, -0.29], [0.80, -0.99, 1.10], [0.19, 0.45, 0.61], [-0.24, -0.36, -0.16], [1.22, 1.73, -0.80], [0.16, -0.18, -0.61], [-0.03, 0.37, -0.09], [0.30, 0.02, -0.11], [-0.98, 0.53, -0.23], [0.05, 0.07, 0.13], [-0.24, 0.36, -0.35], [0.43, -0.28, -0.30], [-0.82, -1.76, 0.05], [-0.13, 0.09, 0.28], [-0.50, 0.12, 0.09]],
  "mulliken_spin": [0.00, 0.00, 0.00, 0.00, 0.00, 0.00, 0.00, 0.00, 0.00, 0.00, 0.00, 0.00, 0.00, 0.00, 0.00, 0.00, 0.00, 0.00, 0.00, 0.00, 0.00, 0.00, 0.00, 0.00, 0.00, 0.00, 0.00, 0.00, 0.00, 0.00, 0.00, 0.00, 0.00, 0.00, 0.03, -0.04, 0.04, 0.02, 0.52, 0.01, 0.16, 0.01, 0.05, 0.01, 0.08, -0.05, 0.04, 0.01, 0.02, 0.00, 0.00, -0.01, 0.00, 0.00, -0.01, 0.00, 0.00, 0.00, -0.01, 0.00, 0.00, 0.01, 0.00, 0.00, 0.00, 0.00, 0.00, 0.00, 0.00, 0.00, 0.00, 0.00, 0.00, -0.01, 0.00, 0.00, 0.09, -0.05, 0.01, 0.00, 0.00, 0.00, 0.00, 0.00, 0.00, 0.00, 0.00, 0.00, 0.00, 0.00, 0.08, 0.00, 0.02, 0.00, 0.00, 0.00, 0.00, -0.03, 0.00, 0.00, 0.00, 0.00, 0.00, 0.00, 0.00, 0.00, 0.00]
}

=====

{
  "formula": "C33H57BaN4OP2S",
  "method": "ωB97M-V/def2-TZVPD",
  "energy_ev": -73252.64732,
  "homo_energy_ev": -7.495,
  "lumo_energy_ev": -2.53,
  "orbital_gap_ev": 4.96,
  "de_lowest_kj_mol": 0.0,
  "charge": 1,
  "elements": ["C", "C", "C", "C", "C", "H", "H", "H", "N", "P", "P", "C", "H", "H", "C", "H", "C", "C", "C", "C", "C", "H", "H", "H", "C", "H", "H", "H", "C", "H", "H", "H", "C", "H", "H", "H", "C", "H", "H", "H", "C", "H", "H", "H", "C", "H", "H", "H", "C", "H", "H", "H", "C", "H", "H", "H", "C", "H", "H", "H", "C", "H", "H", "H", "C", "H", "H", "H", "Ba", "C", "O", "N", "C", "C", "C", "C", "C", "H", "H", "H", "H", "H", "H", "H", "H", "H", "C", "N", "C", "C", "N", "C", "S", "H", "H", "H", "H", "H", "H"],
  "coordinates": [[1.201779, -0.641906, -2.786003], [2.025333, 1.050593, -1.371343], [2.154960, -0.348840, -3.760082], [2.976567, 1.395027, -2.373598], [3.080710, 0.667571, -3.541907], [2.162899, -0.945744, -4.669362], [3.618370, 2.261468, -2.206189], [3.860566, 0.860691, -4.276399], [1.162352, -0.016584, -1.588491], [-0.965645, -2.559926, -2.077522], [1.452831, 2.356177, 1.354309], [0.154385, -1.679767, -3.254583], [-0.467962, -1.181997, -4.022969], [0.698596, -2.458154, -3.817439], [2.142856, 1.862106, -0.172579], [3.217114, 2.092219, -0.026135], [1.847429, 4.231083, 1.538711], [2.021181, 1.380368, 2.949361], [-2.809073, -2.245036, -2.639932], [-0.345847, -4.358923, -2.215327], [0.473683, 4.855863, 1.843472], [0.087145, 4.504189, 2.811343], [0.571627, 5.949832, 1.903862], [-0.268770, 4.609139, 1.071364], [2.832550, 4.640130, 2.646920], [2.507614, 4.374186, 3.657468], [3.842319, 4.249167, 2.467332], [2.903822, 5.740084, 2.621253], [2.448303, 4.769060, 0.231261], [2.270310, 5.853977, 0.175565], [3.534969, 4.607791, 0.191314], [2.016797, 4.300794, -0.655349], [1.316254, 1.987682, 4.172163], [0.226250, 1.851562, 4.102922], [1.663112, 1.479022, 5.086883], [1.510203, 3.058279, 4.303976], [1.562294, -0.083740, 2.845887], [0.456324, -0.144357, 2.926280], [1.949227, -0.576336, 1.937856], [1.944597, -0.650731, 3.707129], [3.549664, 1.403571, 3.047498], [3.947737, 2.377374, 3.352480], [3.877841, 0.671869, 3.801791], [4.021287, 1.119630, 2.096292], [-1.112260, -5.258740, -1.224798], [-0.634559, -6.251630, -1.210646], [-1.097051, -4.865528, -0.196332], [-2.160914, -5.407005, -1.515053], [1.158020, -4.371706, -1.857386], [1.760037, -3.795787, -2.574050], [1.356462, -3.986530, -0.844336], [1.514948, -5.413843, -1.894216], [-0.513433, -4.908827, -3.637606], [-0.084643, -5.923572, -3.661848], [-1.564435, -4.993541, -3.931929], [0.013993, -4.309942, -4.390282], [-2.890249, -1.154877, -3.717081], [-2.502025, -1.503451, -4.684849], [-3.952136, -0.901521, -3.866618], [-2.370511, -0.230146, -3.434573], [-3.568489, -1.778076, -1.376001], [-3.196464, -0.812292, -0.988599], [-4.626998, -1.630131, -1.635894], [-3.530075, -2.519808, -0.561238], [-3.475287, -3.501382, -3.211271], [-3.031971, -3.798682, -4.170725], [-3.466108, -4.352913, -2.519585], [-4.531344, -3.260149, -3.412988], [-0.377749, -1.010157, 0.628018], [1.624181, -3.205460, 2.347703], [2.010747, -4.282593, 2.414092], [-0.731314, 1.531527, 0.315099], [-0.286854, 2.411214, -0.392568], [-0.885092, 3.298242, -1.541393], [0.062084, 4.360286, -2.063260], [-1.224493, 2.341548, -2.674629], [-2.173808, 3.940140, -1.022667], [0.270370, 5.120026, -1.301569], [0.995639, 3.907626, -2.417748], [-0.405602, 4.874996, -2.917551], [-1.891831, 1.549537, -2.314237], [-1.723649, 2.880948, -3.494494], [-0.315173, 1.868409, -3.062503], [-2.737806, 4.398969, -1.845057], [-2.808592, 3.178970, -0.550440], [-1.967477, 4.717572, -0.278989], [-1.080220, -1.086209, 5.789078], [-1.601120, -2.061756, 4.836488], [-1.808415, -3.403805, 5.087591], [-2.342134, -3.949337, 3.967295], [-2.432024, -2.928265, 3.036618], [-2.010938, -1.733765, 3.584462], [-2.076518, -0.159456, 2.949709], [-0.051525, -0.790885, 5.533403], [-1.712758, -0.190446, 5.789059], [-1.087998, -1.551289, 6.780102], [-1.577295, -3.826292, 6.048425], [-2.661603, -4.953114, 3.754855], [-2.920099, -2.985567, 2.143527]],
  "forces_ev_per_a": [[0.27, 0.21, -0.46], [-0.10, -0.34, 0.48], [-0.40, -0.62, 0.11], [0.19, -0.14, -0.64], [-0.10, 0.20, 0.56], [0.05, 0.21, 0.10], [-0.15, -0.36, 0.06], [-0.21, 0.15, 0.15], [-0.10, 0.23, -0.05], [-0.02, 0.05, 0.33], [-0.68, 0.14, 3.01], [0.06, 0.08, -0.49], [0.29, -0.16, 0.45], [-0.18, 0.38, 0.21], [1.63, -0.90, 0.61], [-0.34, 0.43, -1.01], [0.93, -0.54, 0.23], [0.97, 0.66, -0.89], [0.67, -0.39, -0.08], [-0.47, 0.24, -0.33], [0.15, 0.19, -0.02], [0.07, 0.00, -0.31], [-0.06, -0.11, -0.06], [0.20, 0.08, 0.24], [-0.01, 0.46, -0.04], [0.17, 0.07, -0.28], [-0.30, 0.06, 0.06], [0.08, -0.19, 0.09], [-0.12, 0.20, -0.08], [0.09, -0.15, 0.00], [-0.27, -0.03, 0.06], [0.23, 0.16, 0.31], [0.03, -0.05, 0.04], [0.25, 0.05, -0.07], [-0.03, 0.08, -0.13], [-0.08, -0.45, -0.05], [-0.07, 0.42, 0.11], [0.59, 0.12, -0.06], [0.08, 0.21, 0.20], [0.10, 0.05, -0.15], [0.18, -0.39, 0.62], [-0.21, -0.23, -0.12], [0.18, 0.07, 0.00], [-0.15, 0.05, 0.15], [0.06, -0.07, -0.05], [-0.16, 0.26, 0.04], [0.08, -0.03, -0.22], [0.34, 0.06, 0.09], [-0.13, 0.08, -0.01], [-0.15, -0.12, 0.26], [-0.08, -0.07, -0.24], [-0.12, 0.31, 0.04], [0.09, -0.47, -0.02], [-0.08, 0.24, -0.12], [0.38, -0.03, 0.11], [-0.10, -0.12, 0.17], [-0.12, 0.13, 0.03], [-0.05, 0.09, 0.30], [0.27, -0.05, 0.03], [-0.10, -0.23, -0.06], [0.04, 0.04, -0.12], [-0.05, -0.27, -0.17], [0.21, -0.02, 0.12], [0.04, 0.10, -0.25], [-0.42, 0.04, -0.05], [-0.16, 0.12, 0.35], [0.01, 0.24, -0.23], [0.22, -0.10, 0.06], [0.71, 0.55, -0.46], [0.77, -3.08, -0.02], [-0.90, 2.85, -0.06], [0.66, 3.09, -4.01], [-5.04, -3.43, 0.75], [0.75, 0.18, 0.35], [0.06, 0.41, -0.24], [0.02, -0.61, -0.26], [-0.24, -0.12, 0.56], [0.02, -0.21, -0.23], [-0.12, 0.15, 0.12], [0.07, -0.20, 0.24], [0.07, 0.17, -0.07], [0.19, -0.07, 0.29], [-0.14, 0.05, -0.03], [0.28, -0.10, 0.06], [0.10, 0.21, -0.13], [-0.04, -0.14, -0.13], [0.16, 0.09, 0.25], [0.01, 0.37, -0.34], [-0.22, -0.16, -0.44], [0.28, 0.10, 0.42], [-0.01, 0.70, -0.28], [-0.33, -0.39, 0.33], [-0.51, -0.44, 0.12], [-0.37, -0.12, 0.00], [0.14, -0.29, -0.03], [0.01, 0.16, -0.23], [0.01, -0.12, -0.04], [0.03, 0.00, 0.01], [0.16, 0.10, 0.58]],
  "lowdin_charge": [-0.35, -0.34, -0.07, -0.05, -0.06, 0.11, 0.12, 0.11, -0.01, 0.99, 0.99, -0.29, 0.08, 0.06, -0.30, 0.06, -0.65, -0.66, -0.67, -0.71, -0.10, 0.08, 0.09, 0.04, -0.11, 0.06, 0.07, 0.09, -0.11, 0.09, 0.09, 0.02, -0.09, 0.07, 0.09, 0.05, -0.26, -0.06, 0.01, 0.08, -0.10, 0.06, 0.08, 0.08, -0.10, 0.09, 0.07, 0.06, -0.09, 0.08, 0.06, 0.10, -0.09, 0.10, 0.06, 0.08, -0.10, 0.09, 0.10, 0.06, -0.12, 0.06, 0.09, 0.07, -0.10, 0.08, 0.07, 0.10, 1.44, 0.04, 0.08, -0.14, -0.23, -0.55, -0.05, -0.05, -0.04, 0.08, 0.09, 0.10, 0.07, 0.10, 0.08, 0.10, 0.09, 0.08, -0.01, -0.12, -0.03, -0.06, 0.06, -0.80, 0.53, 0.09, 0.09, 0.10, 0.13, 0.12, 0.15]
}

=====

Q: The highest charge belongs to which entry?
A: C33H57BN11OSi3Ti

=====

Q: Number 1 is which compound?
A: C33H57BN11OSi3Ti

=====

Q: Which of these has the highest charge?
A: C33H57BN11OSi3Ti

=====

Q: Among the records above, which one has the lowest charge?
A: C33H57BaN4OP2S